Record 1
Here is a molecular structure, C8H23FeN3O2PS2 from the OMol25 dataset. Energies are from ωB97M-V/def2-TZVPD.

```
40
C8H23FeN3O2PS2 ωB97M-V/def2-TZVPD
Fe -0.348 1.083 0.809
N 0.293 2.456 -0.923
C 1.430 3.162 -0.313
C 2.499 2.152 0.090
N 1.882 0.980 0.732
C 2.469 0.488 1.993
C 1.441 0.554 3.112
N 0.214 -0.091 2.629
H 0.513 2.124 -1.856
H -0.513 3.068 -0.982
H 1.041 3.654 0.579
H 1.862 3.921 -0.972
H 3.197 2.630 0.779
H 3.075 1.835 -0.784
H 1.875 0.190 0.083
H 3.361 1.058 2.258
H 2.771 -0.551 1.845
H 1.192 1.593 3.335
H 1.841 0.087 4.016
H -0.553 0.017 3.281
H 0.359 -1.078 2.434
C -2.369 -4.143 1.094
C -2.132 -3.265 -0.111
O -1.876 -1.923 0.344
P -0.812 -0.988 -0.420
S -1.434 2.576 1.792
S 0.957 -1.894 -0.624
O -1.559 -0.906 -1.874
C -0.855 -0.414 -3.014
C -1.767 0.512 -3.789
H -2.619 -5.157 0.778
H -3.192 -3.755 1.696
H -1.473 -4.186 1.714
H -3.006 -3.232 -0.763
H -1.278 -3.622 -0.691
H -0.541 -1.264 -3.621
H 0.062 0.099 -2.704
H -2.672 -0.014 -4.092
H -1.265 0.880 -4.685
H -2.067 1.363 -3.175
```

Results
⟨S²⟩	8.777
2S+1	6
net charge	0
HOMO level (alpha / beta)	-7.45 / -7.88	eV
lowest unoccupied orbital energy (alpha / beta)	0.5 / -0.3	eV
gap between HOMO and LUMO (alpha / beta)	7.983 / 7.543	eV

***

Record 2
Here is 3 unconnected molecules or ions with the total composition C8H23N4 at a distorted geometry from the OMol25 dataset. Energies are from ωB97M-V/def2-TZVPD.

```
35
C8H23N4 ωB97M-V/def2-TZVPD
C 3.228 -0.292 0.901
C 3.250 -0.940 -1.505
C -3.462 -0.917 -1.085
C -3.064 -1.633 1.280
C 1.080 2.617 0.994
C -1.286 2.587 -0.068
C 2.477 -0.981 -0.257
C 1.024 -1.023 -0.253
N 1.577 -2.183 -0.162
N -0.064 -0.402 -0.109
N -2.640 -1.635 -0.083
N 0.192 2.191 -0.111
H 2.530 -0.279 1.715
H 4.254 -0.814 1.130
H 3.498 0.676 0.575
H 2.689 -1.535 -2.205
H 4.158 -1.500 -1.457
H 3.538 0.070 -1.791
H -3.308 -1.295 -2.057
H -4.585 -0.900 -0.782
H -3.153 0.238 -1.133
H -2.573 -2.562 1.786
H -2.777 -0.709 1.659
H -4.169 -1.781 1.481
H 1.006 3.689 1.047
H 0.755 1.949 1.754
H 2.134 2.493 0.904
H -1.810 2.556 -0.991
H -1.668 1.979 0.685
H -1.340 3.671 0.338
H -2.552 -2.534 -0.532
H 1.435 -3.120 -0.411
H 0.160 0.724 -0.140
H -1.007 -0.894 -0.102
H 0.475 2.487 -1.015
```

Results
⟨S²⟩	2.008
2S+1	3
net charge	+1
HOMO level (alpha / beta)	-8.40 / -12.40	eV
lowest unoccupied orbital energy (alpha / beta)	-2.3 / -6.7	eV
gap between HOMO and LUMO (alpha / beta)	6.137 / 5.682	eV

***

Record 3
Here is a molecular structure, C8H24AgO8 at a distorted geometry from the OMol25 dataset. Energies are from ωB97M-V/def2-TZVPD.

```
41
C8H24AgO8 ωB97M-V/def2-TZVPD
Ag -0.235 0.189 0.222
C -0.650 -0.970 3.135
C 0.826 -0.467 3.306
O 1.110 0.485 2.332
O -0.729 -1.842 2.043
H -1.440 -0.222 3.061
H -1.022 -1.567 3.968
H 1.556 -1.257 3.480
H 0.998 0.133 4.200
H 2.061 0.619 2.349
H -0.439 -2.730 2.268
C 3.034 -0.456 -0.477
C 3.720 -0.980 -1.709
O 4.781 -0.104 -2.094
O 1.806 -1.143 -0.210
H 2.854 0.596 -0.698
H 3.675 -0.584 0.395
H 3.021 -1.018 -2.544
H 4.111 -1.997 -1.665
H 5.499 -0.653 -2.418
H 1.979 -1.992 0.203
C -2.869 -0.570 -1.646
C -3.360 -1.900 -1.072
O -3.069 -2.910 -2.005
O -1.481 -0.554 -1.664
H -3.193 0.249 -1.003
H -3.389 -0.303 -2.566
H -4.425 -1.859 -0.843
H -2.805 -2.093 -0.154
H -3.218 -3.657 -1.420
H -1.247 -1.270 -2.260
C -1.462 3.094 -0.356
C 0.014 3.434 -0.643
O 0.735 2.260 -1.061
O -1.526 2.467 0.958
H -2.087 2.598 -1.099
H -1.984 4.044 -0.240
H 0.472 3.969 0.189
H 0.072 4.097 -1.507
H 0.745 2.340 -2.018
H -2.434 2.525 1.264
```

Results
net charge	+1
HOMO level	-12.82	eV
lowest unoccupied orbital energy	-2.5	eV
gap between HOMO and LUMO	10.337	eV

***

In order of appearance, ΔE to the lowest compared entry with this formula, charge and spin = 0.0 46.0 24.4 kcal per mole.